Computed, not measured: a structure of composition C2H4ClOPS, with the ωB97M-V functional and the def2-TZVPD basis.

Structure (XYZ):
```
10
Properties=species:S:1:pos:R:3:forces:R:3
C -0.65595 0.14773 1.24503 1.85 0.36 -0.36
C -0.27790 0.01467 -1.24323 -0.99 0.12 -0.54
O 1.60338 -1.57884 0.07308 0.42 -0.32 0.00
P 0.99692 -0.25514 0.01550 -2.85 -0.09 1.74
S -1.37462 1.07814 -0.17079 0.80 -0.26 -0.03
Cl 2.29180 1.24409 0.04044 0.15 0.58 0.09
H -1.25290 -0.77713 1.24066 0.67 0.09 0.65
H -0.52300 0.66072 2.28264 -0.37 -0.89 -2.13
H -0.11266 0.52520 -2.25074 -0.04 -1.21 1.33
H -0.69506 -1.05945 -1.23260 0.36 1.61 -0.74
```
Forces are in eV/Å.

Lowest unoccupied orbital energy (eV): 0.55
Electronic energy (eV): -36833.1212
Gap between HOMO and LUMO (eV): 9.8285
Highest occupied orbital energy (Ha): -0.3412

Computed, not measured: a cluster of 3 separate species, C5H12N2O in total, with the ωB97M-V functional and the def2-TZVPD basis.

Structure (XYZ):
```
20
Properties=species:S:1:pos:R:3:forces:R:3
C -1.24602 1.42322 -1.08522 0.10 -0.21 0.03
C -0.88293 -0.02170 -0.78423 -1.31 -0.47 0.81
N -0.04324 -0.13062 0.45855 -0.68 0.89 -1.41
C 1.32991 -0.46608 0.16820 1.29 -0.22 0.43
C -0.41465 0.62997 1.47163 -0.20 1.13 0.02
C 0.47708 1.52153 1.87493 1.34 -2.05 -0.30
N 0.29228 -1.90209 -2.30094 0.54 -0.19 0.28
O 1.43101 2.14166 2.02645 -0.40 1.36 0.69
H -1.76500 1.50414 -2.04125 0.14 -0.28 -0.10
H -1.95504 1.78003 -0.33867 0.24 0.37 0.07
H -0.34133 2.03196 -1.14484 -0.13 0.25 0.14
H -1.84336 -0.50693 -0.57741 0.23 -0.52 -0.12
H -0.38353 -0.81746 -1.54916 0.15 0.21 -0.69
H 1.83646 -0.81128 1.07154 -0.20 -0.38 -0.07
H 1.93833 0.40300 -0.12974 -0.57 0.33 -0.03
H 1.40593 -1.12286 -0.70257 -0.19 -0.35 0.22
H 0.07963 -0.50394 3.95521 -0.01 -0.02 0.03
H -0.12937 -0.20594 4.60225 0.02 0.00 0.01
H 0.17395 -2.74463 -1.73362 -0.12 -0.01 -0.05
H 0.03989 -2.20197 -3.24112 -0.23 0.18 0.02
```
Forces are in eV/Å.

Lowest unoccupied orbital energy (eV): -2.70
Electronic energy (eV): -10398.6305
Gap between HOMO and LUMO (eV): 4.2005
Highest occupied orbital energy (Ha): -0.2534

Computed, not measured: a cluster of 5 separate species, C24H28BN5O6 in total, with the ωB97M-V functional and the def2-TZVPD basis.

Structure (XYZ):
```
64
Properties=species:S:1:pos:R:3:forces:R:3
N 0.87829 -0.10492 -0.08346 0.23 -0.19 -0.42
C 1.08466 -1.48268 -0.36510 -0.48 -1.09 -0.44
O 0.60078 -2.02761 -1.34169 0.36 0.68 1.23
C 1.98715 -2.29014 0.56329 0.24 0.16 -0.72
C 3.33342 -2.39887 -0.15764 -0.65 0.23 0.47
O 4.38416 -2.48243 0.82415 0.05 0.13 -0.01
C 5.59429 -2.32209 0.31276 0.24 -0.29 -0.52
O 5.90160 -2.53542 -0.85322 -0.18 0.33 0.47
O 6.47291 -1.88536 1.19656 -0.22 -0.09 0.11
B 7.68382 -1.59859 0.48743 0.49 0.15 -0.16
O 8.67292 -2.54080 0.42592 -0.44 -0.06 0.36
O 7.86507 -0.33955 -0.01851 -0.04 -0.12 0.17
H 1.75715 0.29671 0.22457 0.09 0.13 0.12
H 0.26884 -0.00825 0.71968 -0.39 0.07 -0.04
H 1.54779 -3.26795 0.66687 -0.18 -0.26 0.29
H 2.10701 -1.80924 1.52065 0.01 0.12 0.30
H 3.48430 -1.49330 -0.73115 0.34 0.12 -0.33
H 3.30320 -3.25087 -0.81686 0.38 -0.22 -0.23
H 8.61376 -2.96089 -0.43353 0.37 -0.30 -0.26
H 7.46732 -0.21698 -0.87916 -0.20 0.27 -0.21
C -0.17001 -1.30863 -4.21759 0.02 -0.18 0.11
C 0.19583 -1.86514 -5.43406 -0.03 0.07 0.00
C -0.06101 -1.15022 -6.59457 0.01 0.00 -0.08
N -0.64477 0.04598 -6.61233 0.01 -0.01 0.04
C -0.99136 0.56690 -5.43682 -0.02 0.06 -0.04
C -0.77682 -0.06283 -4.22013 0.00 0.03 -0.03
H 0.01197 -1.82345 -3.27857 -0.06 0.14 -0.31
H 0.67198 -2.83519 -5.48318 0.00 -0.01 -0.02
H 0.21245 -1.55058 -7.56524 0.02 -0.05 0.02
H -1.46640 1.54152 -5.48050 -0.01 0.00 0.05
H -1.07652 0.41058 -3.29429 0.01 0.00 0.01
C -0.25137 5.47627 -0.08734 -0.01 0.05 -0.03
C -0.78628 4.86692 1.03626 -0.01 -0.01 -0.02
C -0.60441 3.50161 1.19133 0.03 -0.06 0.02
N 0.05441 2.73914 0.31942 -0.09 0.18 0.25
C 0.55893 3.33982 -0.75394 0.06 -0.16 -0.10
C 0.43664 4.69870 -1.00351 -0.03 0.02 0.04
H -0.36971 6.54024 -0.24630 0.00 0.01 0.00
H -1.33159 5.43634 1.77658 0.00 -0.01 0.02
H -1.00469 2.98462 2.05807 -0.01 0.05 0.02
H 1.08347 2.69041 -1.44713 -0.01 0.02 -0.03
H 0.86890 5.13318 -1.89394 0.01 -0.02 -0.02
C -2.78441 -2.02739 4.24135 -0.05 -0.01 0.03
C -3.11342 -2.56566 3.00985 -0.02 0.01 0.07
C -2.11776 -2.68459 2.05439 0.05 -0.01 -0.20
N -0.85750 -2.30308 2.25149 0.02 0.10 0.06
C -0.55743 -1.79069 3.44502 0.11 0.01 -0.08
C -1.47564 -1.63466 4.46963 -0.01 0.03 0.00
H -3.53625 -1.91273 5.01142 0.00 0.00 0.01
H -4.12368 -2.87898 2.78931 0.00 0.00 -0.04
H -2.33484 -3.09592 1.07531 -0.05 0.01 0.00
H 0.47658 -1.48852 3.57915 0.00 0.01 0.07
H -1.17388 -1.21095 5.41743 0.02 0.00 0.00
C -5.48650 2.79001 1.96933 -0.02 0.05 0.02
C -6.30614 1.67652 2.05013 0.01 0.01 0.01
C -5.79067 0.45066 1.65711 0.02 -0.08 -0.01
N -4.55137 0.28119 1.20280 -0.03 0.04 0.04
C -3.77744 1.36228 1.13034 0.13 -0.11 -0.06
C -4.19301 2.63245 1.49983 -0.04 0.00 0.02
H -5.85058 3.76515 2.26624 -0.01 0.01 0.00
H -7.32302 1.75435 2.40912 -0.01 -0.02 0.00
H -6.39809 -0.44673 1.70647 -0.05 0.03 0.01
H -2.77370 1.19561 0.75215 0.02 0.06 -0.01
H -3.51930 3.47468 1.41833 0.01 -0.02 -0.03
```
Forces are in eV/Å.

Lowest unoccupied orbital energy (eV): 0.34
Electronic energy (eV): -45756.7340
Gap between HOMO and LUMO (eV): 9.5476
Highest occupied orbital energy (Ha): -0.3383